# 1
Here is a 2-piece molecular cluster, C7H14NO2 overall at a distorted geometry from the OMol25 dataset. Energies are from wB97M-V/def2-TZVPD.

Each line ends with the Löwdin charge.
Element x y z (Å)
H 1.524 -3.359 0.255  0.0865
H 0.045 -4.342 0.284  0.0949
O -0.175 -2.369 0.429  -0.0739
N 0.488 -1.166 0.238  0.0483
C 0.537 -3.505 -0.170  -0.0120
C 1.634 -0.817 -0.298  0.0003
C 1.528 1.602 0.654  -0.1705
C 1.429 2.822 0.153  0.0489
H -4.064 1.894 0.089  0.0714
H -4.088 0.170 0.535  0.1119
H 0.998 3.719 0.532  0.0683
C -3.681 0.955 -0.119  -0.0123
O -1.476 0.403 0.591  0.0153
C 2.223 0.461 -0.003  -0.1625
H -1.746 1.700 -0.866  0.1367
H 2.592 0.826 -0.898  0.1091
H -0.281 -0.301 0.562  0.1398
H 0.525 -3.682 -1.262  0.1129
H 2.216 -1.563 -0.807  0.1389
H 3.069 0.296 0.649  0.1515
H -3.914 0.766 -1.232  0.1418
H 1.759 3.015 -0.810  0.0459
C -2.236 1.054 -0.139  -0.2041
H 1.095 1.422 1.633  0.1130

net charge: +1
relative energy (zero: lowest compared OMol25 entry of this formula, charge and spin): 103.70 kcal/mol
molar mass: 144.19 g mol⁻¹
orbital gap: 10.06 eV
LUMO energy: -0.1298 hartree
HOMO energy: -0.4994 Eh

***

# 2
Here is an isolated ion of composition C7H14NO5P and charge -2 at a distorted geometry from the OMol25 dataset. Energies are from wB97M-V/def2-TZVPD.

Each line ends with the Löwdin charge.
Element x y z (Å)
H 1.149 1.545 2.431  0.1081
H 0.830 1.778 -1.014  0.0691
P -2.069 0.484 0.220  0.1981
H 2.139 -0.957 0.520  0.0884
H 2.872 0.866 0.746  0.1308
C -1.210 -1.596 -1.988  -0.1110
C 0.589 0.674 1.982  -0.0838
H -1.742 -1.158 -2.752  0.0196
O -2.142 1.131 1.645  -0.4666
H 1.406 2.672 0.336  0.0912
C 0.620 1.938 0.022  -0.0892
O -3.169 -0.524 -0.066  -0.4090
N 0.750 0.597 0.559  -0.3466
H 0.856 -0.194 2.524  0.0760
O -1.010 -2.641 0.385  -0.0525
H -0.770 -2.529 -2.506  0.0770
H 0.925 -1.021 -1.818  0.0939
H -0.395 2.503 0.190  0.1282
C 2.071 0.115 0.273  -0.0820
H 2.375 0.206 -0.797  0.0860
O -1.907 1.581 -0.844  -0.4570
C -0.055 -0.591 -1.528  -0.1832
C -0.349 -0.384 0.020  -0.2373
O 0.826 -2.124 1.483  -0.1197
H -1.730 -1.841 -1.075  0.0100
H -0.313 0.425 -1.823  0.0627
H -0.444 0.889 2.206  0.0439
C -0.103 -1.844 0.668  -0.6451

net charge: -2
molar mass: 223.17 g mol⁻¹
orbital gap: 5.73 eV
LUMO energy: 0.2059 hartree
SMILES: CC[C@@](C(=O)[O-])([N+](C)(C)C)P(=O)([O-])[O-]
HOMO energy: -0.0046 Eh

***

# 3
Here is C7H14O as an isolated structure at a distorted geometry from the OMol25 dataset. Energies are from wB97M-V/def2-TZVPD.

Each line ends with the Mulliken spin population.
Element x y z (Å)
H 3.520 0.917 1.148  -0.0014
H -0.743 -4.141 1.357  -0.0143
C -0.282 1.774 -1.272  0.1641
H -1.892 -1.753 1.632  0.0029
C 0.120 3.162 -1.711  0.0262
H 2.010 0.813 0.864  0.0006
H -0.842 -0.828 -1.088  0.0368
H 1.166 3.290 -1.392  0.0235
H -1.225 1.365 -1.653  0.0383
H 0.461 -2.808 1.645  -0.0041
C -0.820 -0.919 -0.017  0.3254
C -1.373 -2.103 0.731  -0.0115
C 0.101 1.436 0.128  0.4868
H -0.375 3.907 -1.077  -0.0311
C -0.323 -3.197 0.991  0.0571
H 0.023 3.357 -2.774  -0.0151
H 0.622 1.044 -1.136  0.0282
C -0.438 0.223 0.649  -0.1548
H 0.160 -3.389 0.044  -0.0193
H -2.149 -2.573 0.127  0.0148
H -0.527 0.147 1.716  0.0462
O 2.807 0.276 1.088  0.0006

net charge: -1
relative energy (zero: lowest compared OMol25 entry of this formula, charge and spin): 45.58 kcal/mol
2S+1: 2
molar mass: 114.19 g mol⁻¹
orbital gap (alpha / beta): 5.01 / 6.51 eV
LUMO energy (alpha / beta): 0.1513 / 0.1485 hartree
HOMO energy (alpha / beta): -0.0327 / -0.0908 Eh

***

# 4
Here is a 3-piece molecular cluster, C7H14O overall from the OMol25 dataset. Energies are from wB97M-V/def2-TZVPD.

Each line ends with the Löwdin charge.
Element x y z (Å)
H -1.517 -1.218 1.391  0.0716
H -1.633 0.965 0.796  0.0841
H 3.523 2.620 0.696  0.0579
H 2.836 1.132 1.360  0.0557
H -0.354 2.196 0.893  0.0930
C -0.552 -1.516 -0.525  -0.2652
C 2.585 2.041 0.772  -0.3296
H -2.279 -2.154 -1.629  0.0859
H -1.395 -0.831 -2.396  0.0863
H 1.945 -0.690 -0.935  0.1136
H 0.156 -2.192 -1.000  0.1066
C 0.161 0.550 -0.234  -0.1145
O 2.047 1.773 -0.471  -0.3562
C 1.085 -0.159 -0.604  0.1361
H 1.915 2.646 1.425  0.0487
C -1.721 -1.230 -1.434  -0.0998
C -0.871 -1.938 0.884  -0.0981
H -1.288 2.014 -0.601  0.1064
H 0.032 -2.064 1.482  0.0836
H -1.406 -2.897 0.881  0.0865
C -0.845 1.474 0.238  -0.0252
H -2.424 -0.522 -0.989  0.0727

relative energy (zero: lowest compared OMol25 entry of this formula, charge and spin): 156.46 kcal/mol
molar mass: 114.19 g mol⁻¹
orbital gap (alpha / beta): 7.42 / 7.42 eV
LUMO energy (alpha / beta): 0.0242 / 0.0242 hartree
HOMO energy (alpha / beta): -0.2484 / -0.2485 Eh

***

# 5
Here is a 2-piece molecular cluster, C7H14O overall at a distorted geometry from the OMol25 dataset. Energies are from wB97M-V/def2-TZVPD.

Each line ends with the Mulliken spin population.
Element x y z (Å)
H -1.620 -2.955 0.544  -0.0001
C 0.336 -2.193 0.137  0.0008
H 1.885 0.778 -0.326  0.0011
C -1.755 -1.369 -0.955  0.0016
H -1.714 -0.526 -0.261  0.0019
O 2.073 1.569 0.213  0.1368
H 0.025 -2.300 2.241  -0.0002
H -2.824 -1.525 -1.110  0.0004
H 2.444 4.041 -0.262  0.0204
C 1.070 2.428 0.066  0.2249
H -1.055 2.640 0.262  0.0071
H 0.640 4.495 -0.350  0.0393
H 1.076 -2.105 -0.658  0.0002
H -1.006 -3.363 -1.051  0.0000
C -0.283 1.878 0.214  0.0248
C 1.405 3.735 -0.256  0.4972
H 1.704 -1.841 1.709  0.0005
C -1.056 -2.564 -0.304  -0.0009
H -0.479 1.084 -0.516  0.0285
C 0.689 -2.087 1.411  -0.0003
H -0.274 1.321 1.163  0.0158
H -1.281 -1.143 -1.912  0.0001

net charge: +1
relative energy (zero: lowest compared OMol25 entry of this formula, charge and spin): 26.54 kcal/mol
2S+1: 2
molar mass: 114.19 g mol⁻¹
orbital gap (alpha / beta): 8.28 / 4.40 eV
LUMO energy (alpha / beta): -0.1681 / -0.3107 hartree
HOMO energy (alpha / beta): -0.4723 / -0.4723 Eh

***

# 6
Here is a 3-piece molecular cluster, C7H14O2 overall at a distorted geometry from the OMol25 dataset. Energies are from wB97M-V/def2-TZVPD.

Each line ends with the Löwdin charge.
Element x y z (Å)
H 2.444 2.379 1.488  0.0586
C 1.866 1.684 0.898  -0.0082
H -0.513 -1.317 -2.445  0.1208
H -0.201 0.170 -0.210  0.0946
C -1.818 -2.103 0.368  0.0050
H -1.333 -3.430 -1.160  0.0925
C -0.140 -1.642 -1.467  -0.2079
H 0.860 3.308 -1.371  0.0294
C 1.791 -0.274 -0.660  -0.1105
H 0.798 1.775 0.999  0.0419
H 0.650 -2.328 -1.763  0.1054
H 2.466 -0.901 -1.242  0.1042
C 0.489 -0.526 -0.691  -0.1202
H -2.386 0.817 1.895  0.0233
H -1.547 -1.229 0.940  0.0284
O 0.033 3.639 -1.014  -0.0560
C 2.465 0.770 0.151  -0.1728
H -2.500 -2.737 0.902  0.0546
O -2.972 0.506 2.604  -0.0632
H -0.538 2.899 -0.802  0.0192
C -1.148 -2.468 -0.710  -0.1707
H -2.314 0.240 3.260  0.0386
H 3.545 0.766 0.032  0.0928

relative energy (zero: lowest compared OMol25 entry of this formula, charge and spin): 58.38 kcal/mol
molar mass: 130.19 g mol⁻¹
orbital gap: 9.52 eV
LUMO energy: 0.0167 hartree
SMILES: C=C/C=C/CC=C.O.O
HOMO energy: -0.3331 Eh